DFT (ωB97M-V/def2-TZVPD) results for a structure of composition C37H41N5O3PbSSb at a distorted geometry.

Energy (eV): -75243.88441
Charge: +1

Last column: Mulliken charge in e.
Cartesian coordinates (Å):
Pb 0.81185 0.72102 0.41690  1.026
C 2.82878 4.92781 0.36769  -1.667
C 1.78983 4.18841 -0.43072  0.906
C 2.14166 3.42302 -1.54183  -0.554
C 1.16861 2.84847 -2.34927  -0.412
C -0.17434 3.01667 -2.04534  -0.355
C -0.53814 3.73219 -0.91113  -0.377
C 0.43800 4.31256 -0.11314  -0.519
H 2.96168 5.92964 -0.04549  0.423
H 3.79786 4.42922 0.33573  0.361
H 2.52146 5.04237 1.40725  0.304
H 3.18986 3.30674 -1.79409  0.406
H 1.45012 2.27861 -3.22484  0.312
H -0.93352 2.61733 -2.70049  0.601
H -1.58492 3.85680 -0.66103  0.313
H 0.14833 4.89510 0.75482  0.378
N -2.10594 -0.28071 3.88879  0.162
C -1.68016 -0.52006 2.64454  -0.822
N -0.62166 0.22096 2.41577  0.674
C -0.44434 0.92379 3.57943  -0.008
N -1.34445 0.63968 4.49138  -0.727
C 0.67825 1.83833 3.77867  -0.157
C 0.82721 2.58141 4.94937  -0.405
N 1.88324 3.35312 5.15108  -0.574
C 2.80882 3.38409 4.19866  -0.404
C 2.66223 2.65946 3.02372  -0.858
N 1.59660 1.89642 2.81108  0.674
H -2.88833 -0.68291 4.37651  0.209
H -2.11644 -1.20832 1.94050  0.667
H 0.07603 2.53526 5.72848  0.526
H 3.67804 4.00241 4.38485  0.434
H 3.41014 2.67434 2.23967  0.551
O 2.45949 -2.10424 -0.75989  -0.836
C 2.07223 -1.41952 -1.72359  0.265
O 1.32998 -0.37827 -1.64300  -0.211
C 2.48084 -1.83174 -3.10758  0.474
C 2.95415 -0.87425 -3.99805  -0.140
C 3.39860 -1.25527 -5.25476  -0.667
C 3.34053 -2.58836 -5.63549  -0.463
C 2.84485 -3.54123 -4.75650  -0.636
C 2.42862 -3.16734 -3.48795  -0.495
H 2.97997 0.16429 -3.69193  0.350
H 3.79006 -0.50964 -5.93476  0.423
H 3.69190 -2.88647 -6.61470  0.398
H 2.79034 -4.58065 -5.05310  0.414
H 2.05667 -3.90534 -2.78831  0.399
O -1.42447 -0.16958 -0.30636  -0.431
S -2.03891 0.16230 -1.64749  0.838
C -1.60256 -1.27322 -2.71137  -0.503
C -2.04364 -2.58164 -2.14357  -0.179
C -3.15856 -3.23741 -2.66021  -0.290
C -3.58559 -4.43784 -2.11355  -0.652
C -2.89996 -4.99378 -1.04269  -0.551
C -1.78966 -4.34433 -0.52164  -0.957
C -1.35955 -3.14373 -1.06699  0.517
C -3.84918 -0.09908 -1.44172  -1.202
C -4.35838 0.89264 -0.43710  0.028
C -4.31506 2.25672 -0.72174  -0.169
C -4.75198 3.18680 0.20619  -0.691
C -5.25219 2.76451 1.43046  -0.513
C -5.31980 1.40936 1.71145  -0.706
C -4.86595 0.47843 0.78678  -0.197
H -0.51551 -1.19350 -2.77566  -0.569
H -2.04529 -1.06342 -3.68662  0.819
H -3.68736 -2.81021 -3.50502  0.419
H -4.45347 -4.93923 -2.52123  0.405
H -3.22090 -5.93870 -0.62451  0.432
H -1.24969 -4.78170 0.30908  0.427
H -0.48479 -2.64363 -0.66721  0.506
H -4.02465 -1.13159 -1.14604  0.441
H -4.27864 0.08757 -2.42824  0.576
H -3.94554 2.58690 -1.68684  0.457
H -4.71936 4.24291 -0.02891  0.467
H -5.60570 3.48784 2.15322  0.440
H -5.74491 1.07852 2.65102  0.447
H -4.94231 -0.58268 0.99999  0.452
C 4.36931 -1.55521 1.69271  -1.190
Sb 2.24375 -1.45860 1.84650  0.997
C 2.19434 -1.26577 4.00686  -1.470
C 1.78535 -3.54874 1.83393  -1.242
H 4.73751 -2.38318 2.29549  0.368
H 4.80764 -0.62438 2.05023  0.383
H 4.63060 -1.71439 0.64961  0.307
H 2.72561 -2.09923 4.46412  0.570
H 1.16848 -1.26025 4.37771  0.415
H 2.67880 -0.33594 4.30705  0.343
H 2.19204 -3.99756 2.73791  0.513
H 2.23850 -3.99176 0.95107  0.325
H 0.70703 -3.69941 1.80542  0.262

***

DFT (ωB97M-V/def2-TZVPD) results for a structure of composition C37H42BBrGaN4O8P.

Energy (eV): -193781.34077

Last column: Mulliken charge in e.
Cartesian coordinates (Å):
Ga -1.02400 0.07609 0.13695  0.357
O -3.25725 -0.59505 3.34364  -0.716
C -2.38644 -0.55434 2.50141  0.201
O -2.40983 0.15305 1.41721  -0.237
C -1.13465 -1.39967 2.69899  0.542
C -1.06064 -2.30520 3.77614  -1.135
C 0.06314 -3.06266 3.90762  -1.111
C 1.12316 -2.91801 2.98136  1.365
C 2.31987 -3.66889 3.06185  -0.579
C 3.31863 -3.47294 2.15166  -0.841
C 3.17121 -2.50808 1.13030  -0.967
C 2.02937 -1.76578 1.02869  -0.103
C 0.97428 -1.97070 1.94624  -0.562
N -0.17113 -1.23758 1.83010  0.564
H -1.90169 -2.36484 4.45092  0.593
H 0.16482 -3.77562 4.71762  0.470
H 2.42704 -4.39661 3.85737  0.441
H 4.23244 -4.04939 2.21448  0.429
H 3.97421 -2.35565 0.42079  0.479
H 1.91246 -1.02580 0.25030  0.479
Br 0.03575 -0.54330 -7.24699  -0.176
C -0.44583 1.15457 -6.55882  0.028
C -1.60622 1.76497 -7.00244  -0.557
C -1.94537 3.00983 -6.49705  -0.267
C -1.15895 3.61300 -5.52447  0.230
C 0.02554 3.00730 -5.11582  -0.212
C 0.38303 1.77416 -5.63625  -0.437
N -1.57792 4.92442 -5.10361  -0.390
N -1.60369 5.27667 -3.91529  -0.546
C -1.33594 4.35784 -2.84672  -0.087
C -0.32923 4.68606 -1.97760  -0.578
C 0.09572 3.81271 -0.96178  -0.763
C -0.53016 2.59846 -0.78095  0.589
O -0.15027 1.72144 0.12689  0.005
C -1.66946 2.30800 -1.60453  0.538
N -2.30862 1.14549 -1.32797  -0.247
C -3.36469 0.80042 -2.01794  -0.226
C -3.88714 1.62256 -3.03299  -1.250
C -3.25947 2.79967 -3.33026  -0.568
C -2.09045 3.17373 -2.62847  0.335
H -2.22790 1.28247 -7.74356  0.435
H -2.83080 3.52458 -6.84797  0.461
H 0.66868 3.48695 -4.39148  0.463
H 1.29967 1.29460 -5.32180  0.451
H 0.18390 5.62898 -2.12331  0.429
H 0.92281 4.08003 -0.31820  0.494
H -3.82773 -0.14483 -1.75820  0.635
H -4.78196 1.31894 -3.55769  0.416
H -3.66026 3.45389 -4.09286  0.590
C 2.45657 4.81016 3.06947  -1.284
C 2.91360 3.42839 2.65829  -0.034
O 2.43088 2.46672 3.60667  -0.253
P 1.63101 1.16808 2.98011  0.043
O 1.91843 0.12452 4.20797  -0.171
C 3.23648 -0.39645 4.38158  0.074
C 3.29927 -1.08413 5.72534  -1.434
O 0.08797 1.46359 3.32182  0.113
C -0.49843 1.61486 4.62917  -0.039
C -0.31275 3.01389 5.17677  -1.281
H 2.92269 5.56811 2.43729  0.442
H 2.73411 5.00923 4.10471  0.334
H 1.37363 4.90083 2.98074  0.236
H 4.00426 3.36567 2.62958  0.276
H 2.54096 3.18069 1.65898  0.135
H 3.96513 0.41642 4.32587  0.366
H 3.44906 -1.10709 3.57607  0.070
H 3.10500 -0.37500 6.52989  0.359
H 4.28576 -1.52448 5.87873  0.402
H 2.55422 -1.87940 5.77675  0.244
H -0.07441 0.86641 5.29936  0.191
H -1.55655 1.39373 4.49011  0.285
H 0.73863 3.23484 5.35202  0.237
H -0.85361 3.10781 6.12057  0.429
H -0.71265 3.75164 4.48006  0.246
C -1.33823 -4.58969 -0.39439  -1.695
C -1.49736 -3.72689 -1.63974  1.713
C -2.55153 -4.31250 -2.55908  -1.971
O -1.95418 -2.42766 -1.18003  -0.586
B -0.84450 -1.62233 -1.04429  1.266
O 0.26534 -2.17521 -1.62927  -0.392
C -0.14124 -3.38237 -2.32786  1.710
C -0.27950 -3.01093 -3.79620  -2.024
C 0.94489 -4.42612 -2.14084  -1.879
H -2.29660 -4.63650 0.12305  0.503
H -0.60373 -4.15923 0.29031  0.103
H -1.02712 -5.60495 -0.64273  0.371
H -3.47244 -4.46620 -1.99634  0.489
H -2.22878 -5.27877 -2.95242  0.337
H -2.76604 -3.64971 -3.39471  0.346
H -1.04370 -2.24630 -3.94126  0.260
H -0.53220 -3.87815 -4.40807  0.346
H 0.67005 -2.60535 -4.14527  0.532
H 1.20320 -4.54121 -1.08942  0.330
H 1.84137 -4.12127 -2.68151  0.440
H 0.62496 -5.39364 -2.53338  0.345

***

One value per record, in order, for HOMO-LUMO gap: 7.91 7.41 eV.
One value per record, in order, for HOMO energy: -10.72 -7.75 eV.